# C32H40ClN7NiO5PSe

A structure of composition C32H40ClN7NiO5PSe (wB97M-V/def2-TZVPD, the OMol25 dataset).

Values from the calculation:
**LUMO energy (spin up / spin down)**: -3.14 / -3.14 eV
**Total energy**: -182701.9319 eV
**Energy relative to the best compared isomer or geometry (same formula, charge and spin)**: 6.0 kcal per mole
**HOMO level (spin up / spin down)**: -9.1 / -9.1 eV
**Total charge**: +1
**2S+1**: 1
**Orbital gap (spin up / spin down)**: 5.95 / 5.95 eV
**Largest force on an atom**: 1.57 eV/A

Geometry as XYZ:
```
88
Properties=species:S:1:pos:R:3:lowdin_charge:R:1
Ni -0.0103 -0.3062 -0.0201 0.36
Cl 3.8654 1.6501 5.6093 0.67
C 2.8481 0.9069 4.4179 -0.68
C 1.7858 0.0749 4.8363 -0.08
C 0.9607 -0.5227 3.9322 0.01
C 1.1116 -0.3109 2.5275 -0.33
O 0.2885 -0.8711 1.7158 -0.16
C 2.2179 0.4848 2.1324 -0.14
C 2.5338 0.6173 0.7618 -0.03
N 1.8238 0.1426 -0.2057 0.04
C 2.2794 0.1798 -1.5380 -0.20
C 3.5544 0.4111 -1.9803 0.02
C 3.8369 0.4035 -3.3614 -0.04
C 2.8611 0.1462 -4.2836 -0.02
C 1.5438 -0.1303 -3.8530 -0.15
C 0.4729 -0.4290 -4.7238 0.02
C -0.7626 -0.6929 -4.2025 -0.02
C -0.9405 -0.6667 -2.8069 -0.10
N 0.0352 -0.3906 -1.9687 0.05
C 1.2701 -0.1166 -2.4736 -0.18
C 3.0679 1.0918 3.0889 -0.06
H 1.6358 -0.0847 5.8962 0.11
H 0.1494 -1.1600 4.2584 0.12
H 3.4558 1.1499 0.5246 0.14
H 4.3663 0.5726 -1.2848 0.12
H 4.8515 0.5903 -3.6840 0.12
H 3.0845 0.1315 -5.3420 0.12
H 0.6457 -0.4492 -5.7923 0.13
H -1.6053 -0.9286 -4.8361 0.12
H -1.9070 -0.8982 -2.3797 0.09
H 3.9028 1.6946 2.7528 0.12
C -0.0231 4.1451 2.7467 0.01
N -0.0127 3.9361 1.3033 -0.03
C 0.3001 4.9218 0.4362 -0.04
C 0.3301 4.7073 -0.8983 0.00
C 0.0334 3.3811 -1.3319 -0.37
N -0.2293 2.4022 -0.4901 0.18
C -0.2898 2.6409 0.8418 -0.49
O -0.5615 1.7726 1.6551 0.04
N 0.0142 3.0941 -2.6497 0.19
H 0.1022 5.2058 2.9488 0.09
H 0.7824 3.5784 3.2133 0.10
H -0.9678 3.7993 3.1591 0.10
H 0.5174 5.8869 0.8736 0.14
H 0.5718 5.4998 -1.5882 0.11
H 0.2856 3.7747 -3.3348 0.11
H -0.1399 2.1436 -2.9399 0.08
C -4.5409 1.6016 -1.2878 -0.06
C -3.2226 1.1489 -0.7104 -0.28
O -3.3343 -0.2578 -0.4007 -0.25
P -2.1156 -1.0741 0.2708 0.78
O -2.2782 -2.5120 -0.3677 -0.26
C -3.5424 -3.2276 -0.3132 -0.24
C -4.1879 -3.2285 -1.6783 -0.06
O -2.5993 -1.3432 1.7554 -0.23
C -2.6833 -0.2707 2.7271 -0.25
C -3.8145 -0.5873 3.6733 -0.06
H -4.4903 2.6604 -1.5419 0.08
H -5.3466 1.4563 -0.5696 0.08
H -4.7784 1.0414 -2.1919 0.08
H -2.9730 1.6985 0.1989 0.10
H -2.4008 1.2924 -1.4144 0.08
H -4.1852 -2.7745 0.4414 0.11
H -3.2898 -4.2342 0.0142 0.10
H -4.4157 -2.2125 -1.9984 0.07
H -5.1196 -3.7940 -1.6470 0.09
H -3.5317 -3.6942 -2.4145 0.07
H -2.8413 0.6795 2.2159 0.10
H -1.7202 -0.2141 3.2277 0.09
H -4.7582 -0.6750 3.1358 0.08
H -3.9105 0.2089 4.4120 0.08
H -3.6259 -1.5224 4.1999 0.08
C 0.5841 -4.7065 2.2595 -0.03
N -0.0073 -5.1259 1.0062 -0.12
C -1.0008 -6.0680 0.8442 -0.05
C -1.2948 -6.1147 -0.4715 -0.06
N -0.4836 -5.1919 -1.1002 -0.13
C -0.4586 -4.8922 -2.5123 -0.05
C 0.3199 -4.5850 -0.1935 -0.75
Se 1.5764 -3.3003 -0.4918 0.68
H 0.1882 -5.3331 3.0550 0.09
H 0.3463 -3.6585 2.4449 0.08
H 1.6666 -4.8095 2.2078 0.08
H -1.4006 -6.6235 1.6726 0.12
H -1.9935 -6.7257 -1.0138 0.12
H -1.2461 -5.4601 -3.0033 0.09
H 0.5091 -5.1564 -2.9380 0.09
H -0.6193 -3.8236 -2.6574 0.07
```

=====

# C32H40N4O9P2SSc

A structure of composition C32H40N4O9P2SSc (wB97M-V/def2-TZVPD, the OMol25 dataset).

Values from the calculation:
**LUMO energy**: 2.41 eV
**Total energy**: -108350.5385 eV
**Energy relative to the best compared isomer or geometry (same formula, charge and spin)**: 17.7 kcal per mole
**HOMO level**: -4.5 eV
**Total charge**: -1
**2S+1**: 1
**Orbital gap**: 6.87 eV
**Largest force on an atom**: 1.00 eV/A

Geometry as XYZ:
```
89
Properties=species:S:1:pos:R:3:lowdin_charge:R:1
Sc 0.0640 -0.8462 -1.1731 0.90
C 2.2672 -1.8820 -0.5504 -0.34
C 1.4674 -2.7189 0.2846 -0.28
C 1.3067 -2.0705 1.5208 -0.25
C 2.0170 -0.8554 1.4835 -0.25
C 2.6033 -0.7249 0.2147 -0.29
C 3.6376 0.2839 -0.1913 -0.08
C 2.0826 0.1461 2.5933 -0.05
C 0.5540 -2.6168 2.6978 -0.05
C 1.0243 -4.1259 0.0035 -0.04
C 3.0116 -2.2989 -1.7959 -0.06
H 3.6218 0.4791 -1.2626 0.01
H 4.6436 -0.0744 0.0614 0.08
H 3.4990 1.2417 0.3152 0.06
H 1.0968 0.3492 3.0271 0.07
H 2.4735 1.0982 2.2325 0.05
H 2.7310 -0.1831 3.4132 0.08
H -0.3285 -3.1822 2.3864 0.08
H 0.2190 -1.8173 3.3635 0.06
H 1.1747 -3.2924 3.2983 0.08
H -0.0150 -4.1903 -0.3300 0.05
H 1.1060 -4.7375 0.9057 0.08
H 1.6594 -4.6089 -0.7453 0.06
H 4.0881 -2.1507 -1.6621 0.08
H 2.7174 -1.7450 -2.6900 0.05
H 2.8784 -3.3650 -2.0029 0.06
N -3.1665 -3.4659 -3.8748 0.15
C -2.1379 -3.7214 -2.7856 -0.47
C -2.1542 -5.2075 -2.4493 -0.09
P -2.7042 -2.6916 -1.3383 0.33
O -3.3236 -1.4463 -2.1492 -0.17
O -3.7625 -3.4643 -0.6604 -0.29
O -1.4734 -2.2160 -0.5930 -0.34
P -0.5391 -3.2059 -3.6094 0.38
O 0.4784 -4.4079 -3.3085 -0.12
O -0.9056 -3.1981 -5.0534 -0.29
O 0.0117 -1.9781 -2.9334 -0.34
H -3.5368 -2.5166 -3.7256 0.13
H -3.9267 -4.1389 -3.8360 0.16
H -2.6131 -3.4795 -4.7645 0.11
H -3.1352 -5.4844 -2.0586 0.08
H -1.4196 -5.4156 -1.6743 0.08
H -1.8943 -5.8146 -3.3193 0.09
H -2.7461 -0.6350 -2.0474 0.04
H 1.1003 -4.1451 -2.6156 0.03
O -2.0850 2.5700 -1.5891 0.08
C -1.5941 1.6183 -2.1738 -0.57
O -1.5794 0.3967 -1.7007 -0.19
C -1.0354 1.7430 -3.5595 -0.17
C -1.8465 2.1804 -4.5971 -0.04
C -1.3555 2.2406 -5.8929 -0.11
C -0.0381 1.8739 -6.1348 -0.10
C 0.7788 1.4604 -5.0944 -0.12
C 0.2971 1.3848 -3.7865 -0.58
S 1.3811 0.9535 -2.4611 0.70
H -2.8661 2.4755 -4.3780 0.11
H -1.9920 2.5720 -6.7039 0.09
H 0.3582 1.9127 -7.1427 0.09
H 1.8094 1.1861 -5.2816 0.09
C 2.8328 2.2461 5.9787 -0.05
C 1.7560 2.9986 5.2459 -0.28
C 0.5204 3.2456 5.8315 -0.05
C -0.4895 3.8853 5.1293 -0.03
C -0.2762 4.3118 3.8254 -0.26
N -1.3233 4.9925 3.1533 0.12
C -1.5752 5.0324 1.7915 -0.54
O -2.0221 6.0439 1.2810 0.06
N -1.1988 3.9437 1.0432 0.15
C -1.2125 2.5816 1.4256 -0.21
C -2.0671 2.0394 2.3713 0.01
C -2.1112 0.6605 2.5062 -0.02
C -1.3561 -0.1281 1.6587 -0.12
N -0.5188 0.3962 0.7612 0.03
C -0.4191 1.7181 0.6830 -0.07
C 0.9618 4.0898 3.2333 -0.01
C 1.9566 3.4357 3.9396 -0.05
H 2.6705 2.2706 7.0564 0.07
H 3.8188 2.6629 5.7699 0.08
H 2.8469 1.2004 5.6643 0.07
H 0.3359 2.9184 6.8485 0.11
H -1.4575 4.0502 5.5881 0.11
H -1.6735 5.8226 3.6042 0.14
H -1.3643 4.0737 0.0512 0.14
H -2.7127 2.6774 2.9593 0.12
H -2.7772 0.1962 3.2205 0.11
H -1.4383 -1.2050 1.6633 0.10
H 0.2543 2.1098 -0.0726 0.10
H 1.1398 4.4223 2.2187 0.12
H 2.9143 3.2600 3.4642 0.11
```

=====

> Among the records above, which one has the lowest largest force on an atom?

C32H40N4O9P2SSc

=====

> Which of these has the highest total charge?

C32H40ClN7NiO5PSe

=====

> What is the formula in the first record?

C32H40ClN7NiO5PSe